Entry 1:
Density functional theory data (the ωB97M-V functional and the def2-TZVPD basis) for a molecular structure, C46H52F3N5O2P2S3Ti.

Positions of all 114 atoms, in Å:
Ti: 0.66867 0.51233 -1.06020
S: -0.72446 -1.33404 6.52932
S: -2.06005 -1.10868 -2.01427
S: -0.77596 2.66152 -1.50989
P: 0.92250 -1.03344 1.35092
P: 0.70790 1.77223 1.47632
F: 3.45787 1.59307 -1.90644
F: 3.44145 -0.58315 -1.93501
F: 3.79032 0.46666 -0.08317
O: -2.29076 -0.96321 -0.59878
O: -2.81257 -0.23231 -2.89952
N: 0.93098 0.33255 -3.31742
N: -0.49156 -1.03754 -2.25840
N: -1.56477 2.24670 -3.98383
N: 0.18743 3.72098 -3.76329
N: 0.61009 0.31112 2.35826
C: -2.54457 -2.75803 -2.47112
C: -1.37004 -4.25305 0.57616
C: -0.02235 -0.59106 -3.47980
C: -1.63193 2.33376 -5.42886
C: 0.75506 -0.35457 6.16023
C: -0.32107 -2.33711 1.62160
C: -0.88865 2.56407 1.81667
C: -3.84786 -6.71944 -3.49196
C: -3.38491 -5.33688 -3.13175
C: -3.90007 -3.07127 -2.45875
C: -1.04741 -2.60209 2.77964
C: 1.25294 4.39656 -3.02801
C: 3.17332 2.98373 1.80334
C: -1.61463 -3.71791 -2.81688
C: 1.60524 0.80126 -4.36755
C: 1.31884 0.38985 -5.65525
C: 0.23645 0.32258 3.78374
C: 4.76972 -2.93010 3.06614
C: -4.31019 -4.35117 -2.78047
C: 2.97563 0.48182 -1.19809
C: -2.41129 3.54574 -5.91800
C: 0.29880 -0.54085 -5.83653
C: -0.50513 -3.17159 0.51972
C: 0.01528 -2.97501 6.57211
C: -3.41715 3.72058 1.97419
C: -1.93827 -3.66418 2.82643
C: -2.28608 4.52335 1.95976
C: -1.02650 3.94878 1.87697
C: -2.09801 -4.49749 1.73024
C: 0.80234 5.70084 -2.39476
C: -2.03174 1.76526 1.80680
C: -2.03866 -4.99971 -3.14835
C: 2.53940 -3.19267 2.20517
C: 1.91010 2.81831 2.36414
C: 3.70753 -3.74689 2.71060
C: -0.70701 2.89773 -3.20743
C: 3.50134 -1.00344 2.39063
C: -0.38763 -1.04716 -4.74971
C: 1.63206 3.41590 3.59772
C: 4.66334 -1.55540 2.90132
C: 3.87341 4.26941 3.71181
C: 2.42106 -1.81423 2.05087
C: -3.28766 2.34149 1.89313
C: 4.15033 3.70388 2.47771
C: 1.20422 -0.40208 4.70547
C: 2.60901 4.13038 4.27054
H: 3.78013 -4.82070 2.82778
H: 0.00367 5.51852 -1.67706
H: 5.12849 3.82260 2.02985
H: -0.15180 4.58723 1.85103
H: -0.93909 -2.00666 3.67186
H: -2.38095 5.60060 2.00785
H: 2.06035 4.56794 -3.74207
H: -4.16699 1.71093 1.88043
H: 2.38061 4.58606 5.22551
H: -1.17221 -1.78170 -4.86272
H: 0.46285 -3.25136 5.61755
H: 0.14871 3.86286 -4.75856
H: -3.00439 -7.38858 -3.65619
H: -0.61829 2.31224 -5.84364
H: 2.39035 1.51082 -4.13847
H: 2.18757 0.06738 4.61801
H: -2.50370 -3.83978 3.73340
H: -2.42951 3.57220 -7.00817
H: -4.62623 -2.31296 -2.19552
H: 0.02166 -2.96076 -0.40554
H: -1.97216 4.48063 -5.56493
H: -0.77921 -3.68818 6.78621
H: 0.44537 6.40723 -3.14603
H: 4.63791 4.82890 4.23591
H: 5.67979 -3.36088 3.46368
H: -2.15378 1.56486 -3.50864
H: -5.36671 -4.59181 -2.76225
H: 1.34407 -1.44084 4.40013
H: 0.04894 -0.88534 -6.83282
H: 1.71754 -3.84720 1.94535
H: 5.49114 -0.90910 3.16422
H: 1.88791 0.77649 -6.48883
H: 1.63968 6.15931 -1.86659
H: -1.94638 0.68915 1.69802
H: 3.40121 2.54021 0.84345
H: -2.79122 -5.32794 1.77246
H: -4.46909 -7.14310 -2.70195
H: 1.63218 3.70584 -2.27491
H: -2.10054 1.41058 -5.77086
H: 0.76485 -3.04390 7.36035
H: -1.30466 -5.74901 -3.42080
H: 0.53123 0.67030 6.46434
H: 1.55353 -0.70738 6.81589
H: 0.18842 1.36608 4.09935
H: -0.78188 -0.04740 3.90384
H: -0.56108 -3.46721 -2.82999
H: -3.43931 3.51087 -5.55864
H: 3.43763 0.06937 2.26227
H: -4.44625 -6.70501 -4.40461
H: 0.63958 3.34405 4.02417
H: -1.49393 -4.88361 -0.29409
H: -4.39972 4.17048 2.03682

F_max	0.8	eV/Å
HOMO level (spin up / spin down)	-6.08 / -8.13	eV
2S+1	3
lowest unoccupied orbital energy (spin up / spin down)	0.513 / 0.510	eV

---

Entry 2:
Density functional theory data (the ωB97M-V functional and the def2-TZVPD basis) for a molecular structure, C46H52F3N5O2P2S3Ti.

Positions of all 114 atoms, in Å:
Ti: 0.58465 -0.54544 -0.58836
S: -6.43094 1.57126 -3.50597
S: 1.53095 0.89916 1.73871
S: 2.21797 -2.55326 -1.57076
P: -1.70524 -0.44051 -1.65353
P: -1.83683 1.49067 0.40840
F: 1.86430 2.32196 -1.21880
F: 0.22774 2.04133 -2.57415
F: 1.82976 0.54422 -2.50942
O: 2.19856 -2.31682 -2.98230
O: 2.79243 -1.49080 -0.71576
N: -2.51559 0.98128 -1.10274
N: -0.02446 -1.84002 0.94030
N: 3.88645 0.93427 0.61503
N: 0.72157 -2.80616 -1.05244
N: 3.51670 -0.77028 2.21425
C: 3.18865 -3.99880 -1.31774
C: 4.54789 -1.77162 1.95565
C: -4.78868 -3.16027 -2.10627
C: 3.41772 -6.38076 -1.34648
C: -5.91293 2.55715 -2.08126
C: 3.11676 0.28606 1.49029
C: -4.96808 -3.60221 -0.80475
C: -4.42382 2.52553 -1.75117
C: 0.59707 -4.04978 2.47598
C: -5.12691 2.99619 2.47541
C: 0.54092 -2.92289 0.36345
C: -0.49572 5.88664 0.09880
C: -3.78991 -2.24170 -2.40393
C: -3.35229 1.70691 1.45324
C: -2.95490 -1.75705 -1.40151
C: -5.62841 1.85349 3.08247
C: 5.33425 -5.00170 -0.95913
C: 5.68741 -1.71796 2.95629
C: 4.55164 -3.86685 -1.07841
C: 4.77853 -6.27397 -1.08189
C: 1.00054 1.34861 -1.68415
C: -1.05557 -1.34052 -4.17986
C: 2.61965 -5.25257 -1.47253
C: -1.65711 -0.30778 -3.46457
C: -0.30266 -1.86513 2.24741
C: 5.68465 1.80132 -0.74299
C: -1.33884 3.23103 0.21755
C: -1.41239 -0.14495 -6.23571
C: -3.95891 1.12232 -1.39771
C: -0.01495 -2.94406 3.05405
C: 5.18242 0.60187 0.03899
C: -4.98399 0.63873 2.89385
C: 0.87008 -4.04336 1.12323
C: -2.11783 0.81196 -4.14653
C: -0.39008 5.17448 1.28791
C: -3.99756 2.92205 1.67052
C: 5.63962 -7.49746 -0.93224
C: -1.00800 5.26750 -1.03098
C: -4.13019 -3.13894 0.20143
C: -5.67019 2.52843 -4.82301
C: -1.42892 3.94523 -0.96920
C: -3.85095 0.57419 2.09545
C: -1.99958 0.89322 -5.52673
C: -3.12842 -2.23027 -0.10145
C: -0.93764 -1.25957 -5.55900
C: -0.79857 3.85199 1.34226
H: 6.22120 -0.76803 2.89763
H: 5.77633 2.67668 -0.09900
H: -5.61387 3.95141 2.62696
H: 6.06197 -7.55780 0.07232
H: -0.69077 3.30236 2.27173
H: 2.79774 -1.04222 2.86603
H: -0.76021 -0.96451 2.63882
H: 4.05283 -2.74528 1.98677
H: 6.39815 -4.90334 -0.77498
H: -0.26176 -2.91115 4.10572
H: -6.51138 1.91057 3.70639
H: 0.84792 -4.91598 3.07530
H: -4.58502 2.43937 -4.82965
H: -2.46272 -1.89087 0.67876
H: 6.66103 1.59161 -1.17882
H: -4.25504 -3.48487 1.22018
H: 6.47480 -7.47809 -1.63398
H: 6.39879 -2.52419 2.76862
H: -0.45686 -2.06306 -6.10185
H: 0.02207 5.64550 2.17121
H: -0.16641 6.91706 0.05316
H: -2.35452 1.77341 -6.04852
H: -3.84759 2.92360 -2.58877
H: -5.43345 -3.52270 -2.89677
H: -3.35078 -0.37917 1.97006
H: -6.23746 3.58586 -2.25009
H: -6.49229 2.16838 -1.24009
H: 2.97535 -7.36323 -1.46098
H: 1.56285 -5.34319 -1.69135
H: 4.99616 2.03909 -1.55572
H: -1.31117 -0.07724 -7.31143
H: -2.53731 1.63689 -3.59196
H: 1.31361 -4.89808 0.63587
H: -3.61136 3.82586 1.21407
H: -3.66865 -1.89566 -3.42330
H: 3.34508 1.62137 0.10283
H: -5.75772 -4.30546 -0.57201
H: 5.08216 -0.25723 -0.62837
H: -6.04609 2.13863 -5.76808
H: -1.07043 5.80611 -1.96821
H: 5.31730 -1.82491 3.97722
H: -4.19913 0.45776 -2.22829
H: -0.65816 -2.20630 -3.66033
H: 5.88233 0.34891 0.83727
H: -5.35671 -0.25748 3.37373
H: -1.80042 3.45460 -1.85730
H: -4.25345 3.20048 -0.91035
H: 4.99162 -2.88230 -0.99748
H: -4.54058 0.76411 -0.54153
H: 4.90449 -1.65592 0.94112
H: -5.94878 3.58083 -4.75080
H: 5.07169 -8.40905 -1.11218

F_max	1.3	eV/Å
HOMO level (spin up / spin down)	-5.89 / -7.80	eV
2S+1	3
lowest unoccupied orbital energy (spin up / spin down)	0.351 / 0.314	eV

---

Entry 3:
Density functional theory data (the ωB97M-V functional and the def2-TZVPD basis) for a molecular structure, C46H52GeKN6O2SSbTe.

Positions of all 111 atoms, in Å:
Te: -0.06056 2.69017 0.75753
Sb: 2.12759 -0.66085 -1.63802
Ge: -2.71445 3.26258 -1.85235
K: -0.61501 -0.86453 0.23693
S: 0.55389 -4.13440 2.15858
O: -3.99726 -1.42185 -2.58071
O: -2.11187 0.59108 3.93985
N: 0.78709 -0.19633 2.23796
N: -1.73630 -4.21408 3.45183
N: -0.81189 -2.75869 -1.63747
N: -0.25103 -2.62937 4.19520
N: -2.08992 0.27840 1.63443
N: -2.90935 -1.30163 -0.51172
C: 5.02373 -1.67370 -1.02560
C: 0.07095 -3.63235 -2.11442
C: 3.82010 3.87978 -0.75643
C: -1.73003 3.69584 1.60574
C: 3.31571 -2.75044 0.26708
C: -1.18496 -2.09856 5.17992
C: -1.25158 -4.09372 -4.03072
C: -3.45617 0.15213 1.37579
C: 1.19803 4.01890 2.22550
C: 2.94042 1.27824 -1.24375
C: -1.73267 4.89568 -2.39625
C: -0.09613 -4.33302 -3.29594
C: 4.35490 2.81727 -0.04302
C: 4.27626 -3.53911 0.89003
C: 3.66641 -2.31413 -5.41070
C: -3.51704 2.51667 -3.49986
C: -3.07490 -1.65741 -1.77063
C: 4.38436 -0.02762 -5.44048
C: 2.83663 3.64800 -1.70471
C: -2.18206 -3.20342 -3.53677
C: -0.53647 -3.61040 3.34256
C: 2.07528 -0.22245 2.57405
C: -2.61549 -2.33530 4.73820
C: -4.24798 3.84353 -0.76165
C: 0.46832 1.42328 3.97154
C: 3.09823 -0.85029 -3.56603
C: 3.67737 -1.81103 -0.69135
C: 1.79562 1.36803 4.30494
C: -3.87377 -0.57216 0.20391
C: -6.17036 0.12869 0.63442
C: -1.56892 0.52492 2.80930
C: -1.54882 1.99205 -0.99896
C: -5.76708 0.82363 1.76207
C: -1.94627 -2.56363 -2.31578
C: -2.80642 -3.79001 4.33938
C: -4.42635 0.82607 2.12398
C: 3.92156 1.52195 -0.28958
C: 2.38978 2.35588 -1.93331
C: 5.61188 -3.39374 0.55151
C: -5.23123 -0.55410 -0.12994
C: -0.01304 0.73631 2.83266
C: 2.65175 0.55483 3.55984
C: 4.33667 -1.27540 -6.04233
C: 3.05094 -2.09841 -4.18713
C: 5.98545 -2.45779 -0.40666
C: 3.76847 0.18352 -4.21189
H: 2.68250 -0.95121 2.04473
H: -4.71629 2.97641 -0.29179
H: 4.90422 0.78930 -5.92690
H: -3.29026 -2.08536 5.55756
H: 7.02945 -2.33862 -0.67154
H: -4.09772 1.36146 3.00401
H: 2.52587 -2.91847 -3.70944
H: 3.96626 -4.25186 1.64414
H: -0.24184 1.99661 4.54861
H: 0.65743 -5.03657 -3.62799
H: -7.21228 0.12699 0.33077
H: 3.71011 0.48138 3.77290
H: 4.33562 0.70317 0.28717
H: -4.98743 4.33440 -1.39931
H: 5.09662 2.99794 0.72512
H: -1.93242 -4.85609 2.70347
H: -2.62208 3.12720 1.35918
H: -0.86081 1.63767 -1.78608
H: -1.42150 -4.60320 -4.97279
H: 6.36573 -4.00277 1.03657
H: 3.82420 1.16212 -3.75192
H: 2.23950 3.68751 2.15528
H: -2.20171 1.14923 -0.74264
H: -3.75293 -3.92180 3.81204
H: 5.32409 -0.95056 -1.77636
H: 0.96458 -3.78155 -1.51212
H: -2.74054 2.30659 -4.23827
H: -3.10488 -2.97086 -4.04819
H: 2.37502 4.47493 -2.22821
H: -2.84422 -1.66004 3.90840
H: 1.12185 5.03983 1.83816
H: 3.61917 -3.29226 -5.87424
H: -1.10353 5.23575 -1.57191
H: 0.89599 4.01204 3.27962
H: -6.48597 1.37897 2.35606
H: 2.16882 1.92732 5.15595
H: 2.28020 -2.85843 0.57135
H: -5.53525 -1.07796 -1.02365
H: -1.58809 3.71544 2.68492
H: -2.41630 5.70122 -2.67562
H: -1.08472 4.68275 -3.24933
H: -0.98995 -2.56174 6.15628
H: -1.01510 -1.02680 5.25077
H: -4.00666 1.57222 -3.25738
H: -3.94800 4.53454 0.02467
H: -2.82678 -4.43342 5.22808
H: 4.14348 4.89168 -0.54593
H: 0.54142 -2.05889 3.92687
H: 1.58136 2.19749 -2.64006
H: -4.25008 3.19343 -3.94656
H: -1.80447 4.71395 1.22496
H: 4.81632 -1.43860 -6.99999

F_max	2.0	eV/Å
charge	-2
HOMO level	-0.46	eV
2S+1	1
lowest unoccupied orbital energy	3.792	eV